(1)
{"formula": "C32H68Br2FIN4O2Si2", "method": "ωB97M-V with the def2-TZVPD basis set", "fmax_ha_per_bohr": 0.050, "total_charge": 0, "gap_ha": 0.1168, "spin_multiplicity": 1, "total_energy_ev": -210993.84624, "elements": ["C", "C", "C", "N", "C", "C", "C", "C", "C", "C", "C", "O", "C", "N", "N", "C", "C", "C", "C", "C", "C", "F", "C", "O", "C", "C", "C", "C", "C", "I", "C", "Br", "C", "C", "Br", "H", "H", "H", "H", "H", "H", "H", "H", "H", "H", "H", "H", "H", "H", "H", "H", "H", "H", "H", "H", "H", "H", "H", "H", "H", "H", "H", "H", "H", "H", "H", "H", "H", "H", "H", "H", "H", "H", "H", "H", "H", "H", "H", "H", "H", "H", "H", "H", "H", "H", "C", "Si", "C", "C", "N", "Si", "C", "C", "C", "H", "H", "H", "H", "H", "H", "H", "H", "H", "H", "H", "H", "H", "H", "H", "H", "H", "H"], "xyz": [[-0.53, -2.73, -3.43], [-0.75, -1.91, -2.44], [-0.24, -2.22, -1.05], [0.63, -1.34, -0.26], [1.03, -2.06, 0.94], [2.47, -2.62, 0.98], [2.45, -4.12, 0.72], [1.78, -4.91, 1.89], [0.63, -5.83, 1.37], [-0.75, -5.34, 1.88], [-1.91, -5.70, 0.94], [-1.56, -5.56, -0.42], [-2.66, -5.14, -1.21], [3.54, -1.81, 0.23], [4.72, -2.57, 0.18], [5.38, -3.26, -0.88], [6.70, -3.90, -0.34], [7.87, -3.57, -1.28], [3.02, -1.06, -0.96], [3.97, 0.06, -1.47], [5.47, -0.05, -1.23], [5.98, 1.25, -1.38], [2.82, -2.09, -2.11], [3.85, -2.03, -3.09], [3.31, -2.23, -4.40], [1.60, -0.38, -0.69], [1.24, 0.43, -1.98], [-0.19, 1.04, -2.04], [-0.23, 2.55, -1.81], [-2.29, 3.19, -2.05], [1.59, 0.79, 0.42], [-0.23, 0.99, 1.22], [2.54, 0.75, 1.67], [3.94, 1.38, 1.47], [1.79, 1.86, 3.14], [-1.13, -2.70, -4.33], [0.26, -3.47, -3.28], [-1.39, -1.07, -2.67], [-1.15, -2.41, -0.47], [0.21, -3.22, -1.14], [0.86, -1.47, 1.84], [0.35, -2.90, 1.06], [2.80, -2.52, 2.03], [3.41, -4.62, 0.57], [1.85, -4.36, -0.16], [2.50, -5.58, 2.35], [1.39, -4.25, 2.67], [0.64, -5.93, 0.28], [0.76, -6.83, 1.77], [-0.77, -4.27, 2.09], [-0.94, -5.85, 2.83], [-2.72, -4.98, 1.15], [-2.33, -6.69, 1.15], [-2.35, -5.12, -2.25], [-3.51, -5.82, -1.13], [-3.00, -4.13, -0.95], [3.81, -1.06, 0.88], [4.95, -2.89, 1.10], [4.80, -4.10, -1.31], [5.69, -2.68, -1.75], [6.94, -3.38, 0.60], [6.59, -4.97, -0.17], [8.12, -2.51, -1.24], [7.68, -3.89, -2.31], [8.76, -4.10, -0.92], [3.70, 1.03, -1.06], [3.84, 0.23, -2.53], [5.76, -0.34, -0.21], [6.01, -0.64, -1.97], [1.86, -1.99, -2.62], [2.84, -3.12, -1.72], [2.68, -1.38, -4.70], [2.76, -3.18, -4.48], [4.16, -2.28, -5.08], [1.40, -0.11, -2.92], [1.86, 1.33, -2.07], [-0.94, 0.52, -1.44], [-0.54, 0.93, -3.07], [0.33, 3.10, -2.56], [0.04, 2.84, -0.79], [1.73, 1.79, 0.01], [2.69, -0.22, 2.15], [3.91, 2.20, 0.74], [4.69, 0.67, 1.10], [4.29, 1.81, 2.40], [-7.07, 3.51, 0.48], [-6.24, 5.05, 1.19], [-5.20, 5.79, -0.22], [-5.05, 4.45, 2.54], [-7.42, 6.10, 1.76], [-7.10, 7.60, 2.47], [-6.22, 8.81, 1.31], [-6.07, 7.46, 4.06], [-8.73, 8.41, 2.96], [-6.32, 2.80, 0.10], [-7.65, 3.00, 1.25], [-7.74, 3.77, -0.34], [-4.60, 5.00, -0.69], [-4.51, 6.55, 0.14], [-5.84, 6.23, -0.98], [-5.61, 4.10, 3.41], [-4.36, 5.24, 2.85], [-4.44, 3.61, 2.17], [-5.18, 8.53, 1.15], [-6.22, 9.82, 1.74], [-6.73, 8.85, 0.35], [-6.49, 6.71, 4.73], [-6.07, 8.42, 4.60], [-5.03, 7.21, 3.85], [-9.28, 7.79, 3.67], [-9.36, 8.57, 2.08], [-8.55, 9.39, 3.43]]}

=====

(2)
{"formula": "CH4N3OS", "method": "ωB97M-V with the def2-TZVPD basis set", "fmax_ha_per_bohr": 0.087, "total_charge": 1, "gap_ha": [0.3115, 0.2415], "spin_multiplicity": 3, "total_energy_ev": -18439.71694, "elements": ["C", "N", "N", "N", "O", "S", "H", "H", "H", "H"], "xyz": [[-0.72, 1.04, -0.01], [0.37, 1.41, -0.09], [-1.98, 0.70, -0.11], [1.90, -1.02, -0.27], [1.60, 1.67, -0.09], [2.89, 0.15, 0.03], [-2.20, 0.26, -1.01], [-2.74, 0.68, 0.56], [1.98, -1.61, -0.99], [2.36, 0.34, 1.31]]}

=====

(3)
{"formula": "C33H29BrIrN5O3S3", "method": "ωB97M-V with the def2-TZVPD basis set", "fmax_ha_per_bohr": 0.088, "total_charge": 1, "gap_ha": [0.1886, 0.1898], "spin_multiplicity": 2, "total_energy_ev": -153660.98398, "elements": ["Ir", "C", "C", "N", "N", "C", "S", "S", "C", "C", "C", "C", "C", "C", "C", "C", "C", "C", "C", "C", "C", "O", "H", "H", "H", "H", "H", "H", "H", "H", "H", "H", "H", "H", "H", "H", "C", "C", "C", "C", "C", "C", "C", "S", "O", "O", "N", "C", "C", "C", "C", "C", "N", "H", "H", "H", "H", "H", "H", "H", "H", "H", "H", "H", "Br", "C", "C", "C", "C", "N", "C", "H", "H", "H", "H"], "xyz": [[0.36, 0.72, 0.27], [0.54, -2.53, 1.84], [0.55, -1.11, 2.31], [-0.50, -0.33, 2.00], [-1.07, 0.40, 2.91], [-1.53, 1.60, 2.73], [-1.31, 2.53, 1.31], [-2.36, 2.32, 4.09], [-3.63, 1.00, 4.31], [-4.66, 1.21, 3.25], [-5.78, 1.99, 3.51], [-6.71, 2.21, 2.51], [-6.54, 1.66, 1.25], [-5.41, 0.90, 0.98], [-4.47, 0.68, 1.97], [1.60, -0.58, 3.11], [2.41, -1.37, 3.93], [3.24, -0.77, 4.86], [3.30, 0.62, 4.97], [2.63, 1.43, 4.09], [1.81, 0.86, 3.07], [1.32, 1.60, 2.17], [0.24, -3.17, 2.67], [-0.18, -2.66, 1.04], [1.53, -2.84, 1.51], [-3.11, 0.04, 4.22], [-4.02, 1.13, 5.31], [-5.91, 2.42, 4.49], [-7.58, 2.82, 2.72], [-7.28, 1.81, 0.49], [-5.26, 0.48, 0.00], [-3.59, 0.10, 1.76], [2.32, -2.44, 3.90], [3.81, -1.39, 5.53], [3.90, 1.07, 5.75], [2.70, 2.50, 4.12], [3.82, -4.08, -4.85], [3.72, -2.91, -3.93], [3.52, -1.62, -4.41], [3.39, -0.54, -3.55], [3.44, -0.76, -2.19], [3.67, -2.03, -1.68], [3.82, -3.10, -2.55], [3.02, 0.55, -1.06], [2.77, -0.05, 0.24], [3.92, 1.65, -1.14], [1.50, 0.89, -1.57], [0.96, 2.05, -1.99], [1.51, 2.99, -2.86], [0.72, 4.07, -3.22], [-0.58, 4.18, -2.73], [-1.04, 3.22, -1.84], [-0.28, 2.19, -1.49], [3.67, -3.79, -5.88], [3.07, -4.83, -4.58], [4.79, -4.55, -4.76], [3.46, -1.46, -5.48], [3.25, 0.46, -3.93], [3.71, -2.16, -0.61], [4.02, -4.09, -2.16], [2.52, 2.87, -3.20], [1.11, 4.83, -3.88], [-1.22, 4.99, -3.03], [-2.02, 3.28, -1.40], [-4.35, -0.85, -2.99], [-2.55, -1.22, -2.52], [-1.78, -2.11, -3.25], [-0.48, -2.35, -2.81], [-0.03, -1.73, -1.67], [-0.77, -0.85, -0.98], [-2.00, -0.60, -1.40], [-2.17, -2.59, -4.14], [0.16, -3.03, -3.35], [0.96, -1.92, -1.28], [-2.58, 0.12, -0.83]]}

=====

(4)
{"formula": "C2H7N2O", "method": "ωB97M-V with the def2-TZVPD basis set", "fmax_ha_per_bohr": 0.123, "total_charge": 1, "gap_ha": 0.3351, "spin_multiplicity": 1, "total_energy_ev": -7207.55541, "elements": ["C", "N", "H", "H", "H", "H", "C", "N", "O", "H", "H", "H"], "xyz": [[1.67, -0.88, 1.13], [1.03, -0.24, 2.00], [2.63, -1.28, 1.32], [1.06, -1.46, 0.39], [0.07, 0.16, 1.88], [1.47, 0.12, 2.87], [-1.08, 0.13, -1.36], [-1.65, 1.15, -1.93], [-0.16, 0.12, -0.42], [-1.51, -0.89, -1.53], [-1.09, 1.98, -1.81], [-2.45, 1.09, -2.55]]}

=====

Across the entries above, ΔE to the lowest compared entry with this formula, charge and spin takes the values 41.3; 95.4; 128.4; 36.7 kcal/mol, respectively.